(1)
# C28H26FNO5PtS2

A molecular structure, C28H26FNO5PtS2 (ωB97M-V with the def2-TZVPD basis set, the OMol25 dataset).

## Properties
Kohn-Sham gap (alpha / beta), eV: 8.33 / 5.01
Spin multiplicity: 5
Total charge: +2
E_LUMO (alpha / beta), eV: -5.311 / -8.620
Energy above the lowest of the compared OMol25 structures with the same formula, charge and spin, eV: 0.173

Geometry (Å):
Pt -0.73950 -1.36200 -0.16795
C -5.70870 3.88554 -1.11849
C -5.92352 2.75065 -2.10916
C -6.19963 3.20803 -3.53138
C -5.00851 3.96950 -4.09281
C -3.73928 3.17875 -3.91789
C -2.64285 3.41498 -4.71063
C -1.47842 2.65873 -4.56275
F -0.44757 2.93827 -5.35764
C -1.37211 1.64841 -3.65367
C -2.47662 1.38158 -2.82966
C -2.41626 0.31888 -1.85997
O -1.30911 -0.37880 -1.83136
C -3.53094 0.07247 -1.06406
C -4.64836 0.88417 -1.24264
N -4.71436 1.87087 -2.11136
C -3.64636 2.15176 -2.95258
C -3.73608 -1.03681 -0.05798
O -4.84964 -1.25769 0.34655
O -2.70344 -1.74893 0.34389
H -6.57329 4.54839 -1.12988
H -4.82385 4.47266 -1.36533
H -5.59031 3.50098 -0.10551
H -6.73822 2.11234 -1.76885
H -7.09297 3.83119 -3.52727
H -6.41524 2.33760 -4.15508
H -4.90372 4.93848 -3.59894
H -5.15565 4.17949 -5.15175
H -2.66863 4.18442 -5.47214
H -0.46625 1.06802 -3.57024
H -5.52295 0.69950 -0.63165
C 5.58732 -2.80608 9.20696
C 4.47207 -2.78222 8.21645
O 3.57371 -3.53628 8.08533
S 4.63030 -1.22831 7.14381
C 3.59490 -1.38128 5.80373
C 2.85398 -2.53699 5.42833
C 2.07485 -2.50313 4.31139
C 1.99070 -1.33024 3.51628
C 2.73647 -0.17879 3.88585
C 3.51842 -0.20468 4.99606
C 1.17517 -1.30282 2.37724
C 0.46350 -1.29413 1.38523
H 5.49621 -3.69813 9.82069
H 5.53229 -1.91387 9.83435
H 6.54644 -2.79227 8.68746
H 2.90382 -3.42890 6.02875
H 1.50704 -3.37519 4.01903
H 2.67026 0.71124 3.27647
H 4.08733 0.66943 5.28561
O -0.66249 -3.31627 -1.00414
S -1.53370 -3.68084 -2.24498
C -2.68198 -4.93144 -1.59069
C -2.18874 -6.30509 -2.05956
C -0.68546 -6.18851 -2.29427
C -0.50945 -4.90014 -3.08680
H -3.69089 -4.68110 -1.91205
H -2.61204 -4.78800 -0.51181
H -2.68879 -6.57794 -2.98989
H -2.43609 -7.06478 -1.32034
H -0.28708 -7.03839 -2.84602
H -0.14616 -6.11742 -1.34848
H -0.91791 -4.97985 -4.09744
H 0.49873 -4.49354 -3.14012

(2)
# C28H26HfN7O9S6Sb

A molecular structure, C28H26HfN7O9S6Sb in a non-equilibrium geometry (ωB97M-V with the def2-TZVPD basis set, the OMol25 dataset).

## Properties
Kohn-Sham gap, eV: 4.74
Spin multiplicity: 1
Total charge: -2
E_LUMO, eV: 3.518
Energy above the lowest of the compared OMol25 structures with the same formula, charge and spin, eV: 0.000

Geometry (Å):
Hf -1.18235 -0.74045 -1.16540
N 1.76468 -1.74734 2.19751
C 1.00033 -0.99591 1.34357
N 0.71786 -1.36974 0.11076
C 1.30761 -2.50049 -0.41913
N 1.14008 -2.75411 -1.69339
N 0.22600 -1.96843 -2.27418
C 0.37289 -2.01474 -3.73686
C 1.67751 -1.20425 -3.91898
C 2.84061 -1.96310 -4.28789
C 4.11352 -1.46046 -4.07118
C 4.21938 -0.13097 -3.62539
C 3.07273 0.64274 -3.42761
N 1.83592 0.06471 -3.48524
C 2.19167 -3.26291 0.39230
C 2.84677 -4.39218 -0.12586
C 3.77942 -5.01614 0.62592
C 3.98849 -4.67903 1.97753
C 3.33423 -3.58039 2.47584
C 2.43523 -2.84892 1.70652
H 2.04241 -1.34132 3.07590
H 0.72659 -0.03112 1.73074
H 0.53291 -3.13681 -3.96734
H 2.78403 -2.97810 -4.64972
H 4.96757 -2.17684 -3.94787
H 5.19690 0.41901 -3.47697
H 3.05352 1.64775 -3.00334
H 2.50334 -4.72516 -1.11603
H 4.29295 -5.85360 0.12745
H 4.72689 -5.32398 2.42851
H 3.49878 -3.34085 3.54785
O -3.16761 0.22982 -0.84692
S -3.10491 0.25539 0.65762
O -3.47248 1.49191 1.35242
O -1.60124 -0.10549 0.85777
C -4.13757 -1.09300 1.30165
C -5.21734 -0.58475 1.98193
C -5.98160 -1.48653 2.76666
C -5.81171 -2.82653 2.76429
C -4.82372 -3.40081 1.99464
C -3.95737 -2.56332 1.27642
S -2.74371 -3.44852 0.30790
O -3.47368 -4.44780 -0.46227
O -1.68708 -3.91774 1.16703
O -2.20756 -2.42201 -0.66700
H -5.40937 0.49695 2.16674
H -6.82851 -1.00214 3.31816
H -6.47419 -3.39792 3.36803
H -4.82154 -4.43715 1.75351
S -2.30584 1.45706 -6.55986
Sb -1.26899 2.03816 -4.56197
S -2.46238 -0.59062 -3.66959
S -2.28502 3.85990 -3.28705
S -0.91630 -1.38019 -4.75621
C 0.10689 3.70881 3.86849
C -0.71109 3.85746 2.60510
C 0.15140 4.01955 1.30087
C 1.04841 5.35297 1.36945
C 2.03453 5.56266 0.23749
C -0.86450 4.26427 0.08932
O -1.45514 5.29641 -0.19928
N -0.99402 3.15010 -0.74437
C -0.20742 2.01283 -0.75565
O -0.54299 1.17211 -1.66912
N 0.85205 1.82168 0.09967
C 1.08059 2.78598 1.09281
O 2.10471 2.75874 1.81352
H 0.73207 2.85225 3.70034
H -0.43212 3.62993 4.84334
H 0.83962 4.58355 3.99164
H -1.48522 4.64135 2.61070
H -1.30222 2.94993 2.42941
H 1.55764 5.30019 2.34446
H 0.24932 6.10685 1.34972
H 2.67059 4.66742 0.08825
H 2.64617 6.44524 0.26295
H 1.66352 5.67723 -0.75284
H -1.59152 3.42093 -1.54823

(3)
# C28H26IN5O5W

A molecular structure, C28H26IN5O5W (ωB97M-V with the def2-TZVPD basis set, the OMol25 dataset).

## Properties
Kohn-Sham gap, eV: 6.27
Spin multiplicity: 1
E_LUMO, eV: -1.545
Energy above the lowest of the compared OMol25 structures with the same formula, charge and spin, eV: 0.000

Geometry (Å):
W 0.75191 0.60723 -0.38081
O -1.21155 0.68535 -0.02544
C -1.96377 -0.30057 0.45771
C -3.16306 -0.63760 -0.17680
C -3.95049 -1.64386 0.34238
C -3.58686 -2.31818 1.51408
C -2.42522 -1.96918 2.16255
C -1.59377 -0.97468 1.63342
C -0.41768 -0.54771 2.31306
N 0.52377 0.14500 1.76006
N 1.58080 0.53447 2.56398
C 2.26120 1.43832 1.92980
O 1.87359 1.87525 0.76843
C 3.49790 1.99541 2.50092
C 4.37415 2.67203 1.65826
C 5.56240 3.17474 2.16655
C 5.87017 3.00726 3.50876
C 4.99220 2.33253 4.34910
C 3.80682 1.82351 3.84787
H -3.43722 -0.09983 -1.07490
H -4.86805 -1.91463 -0.16440
H -4.22080 -3.09997 1.90875
H -2.13218 -2.46585 3.07997
H -0.26704 -0.80520 3.35743
H 4.12038 2.78370 0.61205
H 6.24973 3.69417 1.51198
H 6.79769 3.40182 3.90357
H 5.23376 2.20562 5.39628
H 3.11396 1.29503 4.48842
C -0.02390 -3.49719 -1.36194
C 0.03125 -2.06219 -1.76174
O 0.27459 -1.23841 -0.76440
C -0.21827 -1.59874 -3.00481
C -0.46256 -0.21240 -3.26164
C -1.03649 0.16327 -4.59375
N -0.24753 0.71102 -2.37281
N -0.73560 1.96937 -2.72004
C -0.42688 2.82667 -1.81985
O 0.28373 2.49964 -0.76546
C -0.83813 4.23902 -1.92814
C -0.38930 5.15734 -0.98526
C -0.77140 6.48738 -1.08014
C -1.60033 6.90072 -2.11203
C -2.04784 5.98287 -3.05519
C -1.66910 4.65514 -2.96588
H -0.89831 -3.65146 -0.72461
H 0.86533 -3.74520 -0.78539
H -0.09923 -4.14349 -2.23363
H -0.39143 -2.30120 -3.80484
H -1.10528 -0.71255 -5.23428
H -0.40379 0.91829 -5.06097
H -2.02247 0.61039 -4.47310
H 0.26064 4.82130 -0.18899
H -0.41894 7.20164 -0.34757
H -1.89773 7.93902 -2.18447
H -2.69336 6.30578 -3.86160
H -2.00703 3.92890 -3.69224
N 2.49275 -2.28642 1.33714
C 2.72867 -1.70048 0.08904
O 2.38020 -0.40100 0.07115
C 3.25390 -2.32371 -0.96788
I 2.68993 1.27478 -2.39141
H 2.62138 -1.62784 2.09518
H 3.02210 -3.13293 1.48205
H 3.35698 -1.79789 -1.90375
H 3.60213 -3.34403 -0.88645

(4)
# C28H27BF4IO3

5 unconnected molecules or ions with the total composition C28H27BF4IO3 in a non-equilibrium geometry (ωB97M-V with the def2-TZVPD basis set, the OMol25 dataset).

## Properties
Kohn-Sham gap, eV: 4.26
Spin multiplicity: 1
Total charge: -1
E_LUMO, eV: 2.561

Geometry (Å):
O 4.27674 -1.02001 0.79741
C 3.32953 -1.51714 0.34227
I 2.96167 -3.56907 0.93298
C 2.41992 -0.69351 -0.58885
C 1.53779 -1.47979 -1.55970
C 0.26427 -2.07289 -0.88602
B -0.70433 -1.04368 -0.17012
O -1.76309 -1.51395 0.64957
O -0.59610 0.36627 -0.23961
H 3.11139 -0.10213 -1.20571
H 1.89636 0.04718 0.06352
H 1.16108 -0.72475 -2.28027
H 0.44958 -2.89107 -0.17285
H -0.33802 -2.52755 -1.69869
H -2.53086 -0.96102 0.43627
H -0.21072 0.62573 0.61119
F 1.78010 2.48322 0.68108
C 1.50240 3.31046 1.69746
C 0.92192 2.79958 2.84335
C 0.63940 3.65615 3.89710
C 0.92982 5.01054 3.79065
C 1.50898 5.50856 2.63093
C 1.80320 4.65412 1.57791
H 0.69693 1.74233 2.90554
H 0.19204 3.26669 4.80249
H 0.70447 5.67772 4.61350
H 1.73209 6.56461 2.54604
H 2.26225 5.02155 0.66935
F -2.62804 -2.37731 -3.26981
C -3.92264 -2.48568 -2.93499
C -4.87174 -2.53060 -3.93398
C -6.21090 -2.64544 -3.59184
C -6.58203 -2.70713 -2.25282
C -5.61197 -2.65385 -1.25826
C -4.27140 -2.54583 -1.60188
H -4.55986 -2.47314 -4.96820
H -6.96516 -2.68557 -4.36738
H -7.62822 -2.79319 -1.98559
H -5.89946 -2.69379 -0.21532
H -3.49638 -2.50954 -0.84585
F 2.29484 -0.18748 4.35521
C 3.41437 -0.65981 4.93441
C 4.48954 -1.01115 4.14130
C 5.64174 -1.49251 4.74434
C 5.70240 -1.62619 6.12667
C 4.61081 -1.27263 6.90814
C 3.45880 -0.78056 6.31034
H 4.42204 -0.90859 3.06498
H 6.49334 -1.76466 4.13452
H 6.60255 -2.00670 6.59399
H 4.65561 -1.38022 7.98471
H 2.59987 -0.49168 6.90279
F -4.30704 0.23434 -4.85482
C -3.05544 0.70686 -5.04207
C -2.69762 1.20792 -6.27786
C -1.40940 1.69333 -6.46017
C -0.49852 1.66075 -5.41148
C -0.87474 1.14835 -4.17587
C -2.16333 0.67332 -3.98743
H -3.41996 1.21600 -7.08456
H -1.11601 2.09576 -7.42166
H 0.50689 2.03478 -5.55781
H -0.16514 1.11646 -3.35818
H -2.47665 0.27727 -3.03032

Number 3 is which compound? C28H26IN5O5W

The highest spin multiplicity belongs to which entry? C28H26FNO5PtS2

Please write out number 1 again, unchanged.
# C28H26FNO5PtS2

A molecular structure, C28H26FNO5PtS2 (ωB97M-V with the def2-TZVPD basis set, the OMol25 dataset).

## Properties
Kohn-Sham gap (alpha / beta), eV: 8.33 / 5.01
Spin multiplicity: 5
Total charge: +2
E_LUMO (alpha / beta), eV: -5.311 / -8.620
Energy above the lowest of the compared OMol25 structures with the same formula, charge and spin, eV: 0.173

Geometry (Å):
Pt -0.73950 -1.36200 -0.16795
C -5.70870 3.88554 -1.11849
C -5.92352 2.75065 -2.10916
C -6.19963 3.20803 -3.53138
C -5.00851 3.96950 -4.09281
C -3.73928 3.17875 -3.91789
C -2.64285 3.41498 -4.71063
C -1.47842 2.65873 -4.56275
F -0.44757 2.93827 -5.35764
C -1.37211 1.64841 -3.65367
C -2.47662 1.38158 -2.82966
C -2.41626 0.31888 -1.85997
O -1.30911 -0.37880 -1.83136
C -3.53094 0.07247 -1.06406
C -4.64836 0.88417 -1.24264
N -4.71436 1.87087 -2.11136
C -3.64636 2.15176 -2.95258
C -3.73608 -1.03681 -0.05798
O -4.84964 -1.25769 0.34655
O -2.70344 -1.74893 0.34389
H -6.57329 4.54839 -1.12988
H -4.82385 4.47266 -1.36533
H -5.59031 3.50098 -0.10551
H -6.73822 2.11234 -1.76885
H -7.09297 3.83119 -3.52727
H -6.41524 2.33760 -4.15508
H -4.90372 4.93848 -3.59894
H -5.15565 4.17949 -5.15175
H -2.66863 4.18442 -5.47214
H -0.46625 1.06802 -3.57024
H -5.52295 0.69950 -0.63165
C 5.58732 -2.80608 9.20696
C 4.47207 -2.78222 8.21645
O 3.57371 -3.53628 8.08533
S 4.63030 -1.22831 7.14381
C 3.59490 -1.38128 5.80373
C 2.85398 -2.53699 5.42833
C 2.07485 -2.50313 4.31139
C 1.99070 -1.33024 3.51628
C 2.73647 -0.17879 3.88585
C 3.51842 -0.20468 4.99606
C 1.17517 -1.30282 2.37724
C 0.46350 -1.29413 1.38523
H 5.49621 -3.69813 9.82069
H 5.53229 -1.91387 9.83435
H 6.54644 -2.79227 8.68746
H 2.90382 -3.42890 6.02875
H 1.50704 -3.37519 4.01903
H 2.67026 0.71124 3.27647
H 4.08733 0.66943 5.28561
O -0.66249 -3.31627 -1.00414
S -1.53370 -3.68084 -2.24498
C -2.68198 -4.93144 -1.59069
C -2.18874 -6.30509 -2.05956
C -0.68546 -6.18851 -2.29427
C -0.50945 -4.90014 -3.08680
H -3.69089 -4.68110 -1.91205
H -2.61204 -4.78800 -0.51181
H -2.68879 -6.57794 -2.98989
H -2.43609 -7.06478 -1.32034
H -0.28708 -7.03839 -2.84602
H -0.14616 -6.11742 -1.34848
H -0.91791 -4.97985 -4.09744
H 0.49873 -4.49354 -3.14012